{"formula": "C35H32BrCl3FeGeN6O3S", "method": "the ωB97M-V functional and the def2-TZVPD basis", "max_force_ha_per_bohr": 0.05955, "homo_energy_ev": [-7.520, -7.880], "multiplicity": 5, "s2": 6.017, "lumo_ha": [-0.036, -0.036], "e_above_lowest_kj_mol": 0.00, "symbols": ["Fe", "C", "C", "C", "C", "C", "C", "C", "C", "S", "C", "N", "C", "C", "C", "C", "C", "C", "C", "C", "H", "H", "H", "H", "H", "H", "H", "H", "H", "H", "H", "H", "H", "H", "H", "H", "C", "C", "N", "C", "C", "N", "C", "N", "N", "N", "C", "C", "C", "C", "C", "C", "H", "H", "H", "H", "H", "H", "H", "H", "H", "H", "H", "Br", "O", "C", "C", "C", "C", "C", "C", "C", "O", "O", "H", "H", "H", "H", "H", "Cl", "Ge", "Cl", "Cl"], "xyz": [[-0.137, -0.837, -0.625], [-2.882, 2.659, 3.946], [-2.577, 1.388, 4.803], [-1.124, 1.500, 5.421], [-3.542, 1.478, 5.999], [-2.702, 0.081, 4.029], [-3.371, -1.076, 4.551], [-3.364, -2.327, 3.930], [-2.815, -2.446, 2.696], [-2.757, -3.920, 1.722], [-1.930, -2.949, 0.500], [-1.639, -1.689, 0.837], [-2.153, -1.350, 2.103], [-2.079, -0.087, 2.771], [-1.384, -3.539, -0.719], [-1.721, -4.798, -1.214], [-1.212, -5.247, -2.435], [-0.253, -4.482, -3.051], [0.157, -3.237, -2.529], [-0.397, -2.720, -1.395], [-2.931, 3.556, 4.541], [-3.874, 2.601, 3.443], [-2.156, 2.784, 3.144], [-1.016, 2.464, 5.942], [-0.354, 1.445, 4.652], [-0.937, 0.696, 6.122], [-3.390, 2.493, 6.471], [-3.274, 0.739, 6.766], [-4.597, 1.373, 5.665], [-3.873, -0.952, 5.466], [-3.912, -3.142, 4.373], [-1.432, 0.686, 2.350], [-2.398, -5.394, -0.578], [-1.623, -6.158, -2.885], [0.223, -4.869, -3.954], [0.993, -2.728, -3.020], [-0.763, 0.691, -3.887], [0.637, 0.412, -3.466], [1.050, -0.100, -2.296], [2.436, -0.089, -2.345], [2.863, 0.273, -3.568], [1.721, 0.614, -4.273], [1.628, 1.091, -5.641], [1.238, 2.522, -5.827], [0.331, 2.768, -6.860], [0.317, 4.068, -7.095], [1.246, 4.686, -6.229], [1.720, 5.979, -6.174], [2.568, 6.393, -5.125], [3.007, 5.438, -4.182], [2.610, 4.079, -4.297], [1.780, 3.712, -5.390], [-1.201, -0.209, -4.340], [-0.734, 1.551, -4.577], [-1.393, 0.915, -2.993], [3.045, -0.435, -1.516], [3.882, 0.350, -4.036], [0.851, 0.587, -6.235], [2.610, 0.970, -6.146], [1.269, 6.649, -6.909], [2.857, 7.432, -5.093], [3.673, 5.665, -3.317], [2.940, 3.397, -3.503], [2.288, 2.905, -0.394], [0.380, -1.514, 4.270], [0.973, -2.444, 3.436], [1.129, -3.746, 3.866], [1.864, -4.711, 3.143], [2.390, -4.338, 1.922], [2.126, -3.052, 1.384], [1.478, -2.063, 2.120], [1.492, -0.700, 1.546], [1.281, 0.309, 2.351], [1.803, -0.528, 0.337], [-0.194, -1.971, 4.907], [0.713, -4.044, 4.861], [1.973, -5.738, 3.509], [2.960, -4.987, 1.270], [2.429, -2.838, 0.359], [-1.150, 1.147, -0.246], [1.891, 1.893, 1.528], [0.612, 3.247, 2.700], [3.800, 1.771, 2.615]], "mulliken_spin": [3.895, -0.001, 0.000, -0.001, 0.000, -0.002, 0.002, -0.001, 0.002, 0.003, 0.010, 0.053, 0.006, -0.017, -0.155, -0.005, 0.015, -0.011, -0.074, 0.187, 0.000, 0.000, 0.001, 0.000, 0.000, 0.000, 0.000, 0.000, 0.000, 0.000, 0.000, 0.008, -0.001, 0.001, -0.001, 0.012, 0.007, 0.004, -0.013, 0.002, -0.002, 0.003, 0.001, 0.000, 0.000, 0.000, 0.000, 0.000, 0.000, 0.000, 0.000, 0.000, 0.000, -0.001, 0.004, 0.000, 0.000, 0.000, 0.000, 0.000, 0.000, 0.000, 0.000, 0.001, 0.000, 0.003, 0.000, 0.000, 0.001, 0.005, 0.018, -0.052, 0.001, 0.013, 0.000, 0.000, 0.000, 0.000, 0.002, 0.075, 0.005, 0.000, 0.000]}


{"formula": "C3H4N2O2", "method": "the ωB97M-V functional and the def2-TZVPD basis", "max_force_ha_per_bohr": 0.07242, "homo_energy_ev": [-8.488, -8.490], "lumo_ha": [-0.023, -0.023], "e_above_lowest_kj_mol": 615.42, "symbols": ["C", "C", "C", "N", "N", "O", "O", "H", "H", "H", "H"], "xyz": [[-0.363, -0.704, -2.070], [-0.039, 0.459, 0.009], [-0.129, 1.034, 1.346], [-0.285, 0.343, -1.162], [0.057, -1.882, -1.692], [0.504, -2.109, -0.550], [0.605, 0.395, 2.349], [-0.661, -0.450, -2.999], [0.166, 2.024, 1.374], [-1.189, 0.969, 1.501], [1.333, -0.079, 1.894]], "nbo_charge": [-0.057, 0.450, -0.169, -0.282, 0.055, -0.450, -0.674, 0.196, 0.220, 0.222, 0.488]}


{"formula": "C33H99N18O11P5", "method": "the ωB97M-V functional and the def2-TZVPD basis", "max_force_ha_per_bohr": 0.10839, "homo_energy_ev": -8.132, "smiles": "CN(C)P(=O)(N(C)C)N(C)C.CN(C)P(=O)(N(C)C)N(C)C.CN(C)P(=O)(N(C)C)N(C)C.CN(C)P(=O)(N(C)C)N(C)C.CN(C)P(=O)(N(C)C)N(C)C.C[N+](=O)[O-].C[N+](=O)[O-].C[N+](=O)[O-]", "lumo_ha": -0.018, "e_above_lowest_kj_mol": 430.88, "symbols": ["C", "N", "C", "P", "O", "N", "C", "C", "N", "C", "C", "H", "H", "H", "H", "H", "H", "H", "H", "H", "H", "H", "H", "H", "H", "H", "H", "H", "H", "C", "N", "C", "P", "O", "N", "C", "C", "N", "C", "C", "H", "H", "H", "H", "H", "H", "H", "H", "H", "H", "H", "H", "H", "H", "H", "H", "H", "H", "C", "N", "C", "P", "O", "N", "C", "C", "N", "C", "C", "H", "H", "H", "H", "H", "H", "H", "H", "H", "H", "H", "H", "H", "H", "H", "H", "H", "H", "C", "N", "C", "P", "O", "N", "C", "C", "N", "C", "C", "H", "H", "H", "H", "H", "H", "H", "H", "H", "H", "H", "H", "H", "H", "H", "H", "H", "H", "C", "N", "C", "P", "O", "N", "C", "C", "N", "C", "C", "H", "H", "H", "H", "H", "H", "H", "H", "H", "H", "H", "H", "H", "H", "H", "H", "H", "H", "C", "N", "O", "O", "H", "H", "H", "C", "N", "O", "O", "H", "H", "H", "C", "N", "O", "O", "H", "H", "H"], "xyz": [[0.692, -0.177, 5.862], [2.121, -0.605, 5.700], [2.404, -2.054, 6.036], [3.276, 0.572, 5.321], [4.327, 0.061, 4.424], [2.442, 1.966, 4.598], [2.605, 2.121, 3.202], [1.806, 2.957, 5.333], [3.753, 1.126, 6.841], [3.277, 0.705, 8.113], [5.013, 1.974, 7.004], [0.631, 0.354, 6.812], [0.051, -1.057, 5.815], [0.401, 0.466, 5.032], [2.381, -2.628, 5.110], [1.812, -2.397, 6.885], [3.411, -2.218, 6.422], [1.722, 2.541, 2.720], [3.435, 2.805, 3.027], [2.805, 1.149, 2.751], [1.816, 3.905, 4.795], [0.740, 2.734, 5.283], [2.146, 2.985, 6.368], [2.237, 0.984, 8.280], [3.319, -0.353, 8.369], [3.698, 1.261, 8.951], [5.550, 1.570, 7.862], [4.599, 2.973, 7.147], [5.731, 1.757, 6.214], [8.638, 0.144, -1.172], [7.163, 0.565, -0.912], [6.667, 0.170, 0.433], [6.349, 1.651, -2.011], [7.099, 2.086, -3.200], [5.062, 0.706, -2.520], [5.443, -0.223, -3.637], [4.036, 0.102, -1.645], [5.754, 2.796, -0.905], [4.515, 3.585, -1.291], [6.680, 3.578, -0.124], [9.223, 0.695, -0.435], [9.062, 0.412, -2.140], [8.685, -0.937, -1.046], [6.160, -0.795, 0.410], [5.957, 0.895, 0.830], [7.548, 0.199, 1.073], [4.530, -0.743, -3.927], [5.877, 0.244, -4.520], [6.114, -0.983, -3.235], [4.223, -0.972, -1.650], [3.864, 0.552, -0.667], [3.090, 0.433, -2.073], [4.798, 4.401, -1.956], [3.701, 2.987, -1.701], [4.112, 4.004, -0.369], [7.389, 2.901, 0.352], [6.193, 4.056, 0.727], [7.078, 4.373, -0.755], [-5.502, -3.514, 1.172], [-4.520, -3.670, 2.371], [-3.232, -4.283, 1.974], [-4.870, -2.766, 3.751], [-6.205, -2.124, 3.849], [-4.477, -3.816, 5.106], [-4.285, -3.129, 6.362], [-5.212, -5.056, 5.351], [-3.692, -1.496, 3.731], [-3.966, -0.230, 3.022], [-2.250, -1.801, 3.731], [-5.274, -3.851, 0.161], [-5.715, -2.461, 0.990], [-6.509, -3.862, 1.402], [-3.305, -4.948, 1.113], [-2.774, -4.868, 2.771], [-2.523, -3.474, 1.799], [-5.271, -2.821, 6.711], [-3.707, -3.833, 6.959], [-3.623, -2.266, 6.296], [-6.234, -4.768, 5.596], [-5.214, -5.554, 4.382], [-4.672, -5.723, 6.023], [-4.959, 0.152, 3.256], [-3.207, 0.467, 3.378], [-3.818, -0.487, 1.973], [-1.911, -2.076, 2.732], [-2.135, -2.657, 4.397], [-1.659, -0.905, 3.924], [-5.571, 2.606, -1.179], [-5.832, 3.162, 0.192], [-5.028, 2.637, 1.184], [-6.501, 4.650, 0.467], [-6.898, 4.921, 1.901], [-5.337, 5.743, -0.084], [-4.904, 5.832, -1.467], [-4.721, 6.740, 0.810], [-7.790, 4.630, -0.551], [-8.773, 3.608, -0.700], [-8.311, 5.842, -1.106], [-6.441, 2.333, -1.775], [-4.923, 1.731, -1.134], [-4.928, 3.324, -1.687], [-3.966, 2.874, 1.120], [-5.191, 1.567, 1.313], [-5.306, 3.070, 2.145], [-4.793, 6.878, -1.752], [-3.974, 5.274, -1.574], [-5.624, 5.384, -2.153], [-5.390, 7.105, 1.590], [-3.857, 6.226, 1.230], [-4.358, 7.481, 0.098], [-9.423, 3.670, 0.172], [-9.361, 3.774, -1.602], [-8.332, 2.632, -0.903], [-7.839, 6.161, -2.036], [-8.218, 6.570, -0.300], [-9.356, 5.780, -1.408], [0.982, -0.926, -7.880], [2.026, -1.709, -7.545], [3.271, -1.101, -7.106], [1.801, -3.346, -7.203], [3.007, -4.155, -6.948], [0.668, -3.329, -5.897], [-0.083, -4.566, -5.540], [0.950, -2.509, -4.769], [0.865, -4.025, -8.504], [-0.535, -3.780, -8.768], [1.605, -4.381, -9.765], [1.176, -0.226, -8.692], [0.742, -0.246, -7.063], [0.065, -1.441, -8.166], [3.956, -0.811, -7.904], [3.780, -1.681, -6.336], [3.046, -0.110, -6.712], [-0.717, -4.890, -6.365], [0.512, -5.452, -5.315], [-0.673, -4.458, -4.630], [1.948, -2.747, -4.402], [0.780, -1.514, -5.180], [0.443, -2.667, -3.817], [-0.518, -3.068, -9.593], [-1.112, -4.688, -8.946], [-0.959, -3.277, -7.899], [0.995, -5.060, -10.361], [2.535, -4.880, -9.494], [1.755, -3.528, -10.427], [0.833, -0.864, -0.253], [0.193, -0.283, 0.960], [0.411, -0.872, 2.010], [-0.545, 0.713, 0.779], [0.737, -0.280, -1.169], [0.405, -1.860, -0.367], [1.856, -0.967, 0.108], [3.231, -5.940, -1.228], [2.550, -4.856, -0.422], [3.127, -4.578, 0.644], [1.444, -4.436, -0.813], [4.226, -6.122, -0.823], [3.309, -5.371, -2.154], [2.632, -6.851, -1.214], [-1.511, 2.143, -1.984], [-0.756, 3.259, -1.396], [-1.457, 4.129, -0.854], [0.506, 3.329, -1.516], [-0.793, 1.347, -2.182], [-1.999, 2.426, -2.917], [-2.257, 1.757, -1.290]], "lowdin_charge": [-0.092, -0.288, -0.084, 0.581, -0.301, -0.325, -0.140, -0.150, -0.308, -0.158, -0.061, 0.064, 0.069, 0.059, 0.077, 0.076, 0.068, 0.082, 0.082, 0.068, 0.088, 0.071, 0.078, 0.064, 0.078, 0.081, 0.072, 0.079, 0.074, -0.077, -0.290, -0.118, 0.540, -0.293, -0.303, -0.099, -0.129, -0.316, -0.073, -0.127, 0.063, 0.065, 0.068, 0.071, 0.063, 0.074, 0.059, 0.078, 0.077, 0.081, 0.070, 0.066, 0.080, 0.060, 0.074, 0.074, 0.080, 0.087, -0.081, -0.269, -0.111, 0.596, -0.296, -0.332, -0.146, -0.115, -0.306, -0.106, -0.127, 0.071, 0.055, 0.066, 0.079, 0.076, 0.043, 0.088, 0.083, 0.069, 0.086, 0.069, 0.085, 0.077, 0.082, 0.076, 0.040, 0.077, 0.061, -0.063, -0.295, -0.170, 0.536, -0.304, -0.296, -0.127, -0.078, -0.318, -0.115, -0.124, 0.068, 0.072, 0.048, 0.087, 0.072, 0.082, 0.082, 0.065, 0.066, 0.079, 0.080, 0.069, 0.098, 0.081, 0.066, 0.075, 0.088, 0.080, -0.181, -0.323, -0.093, 0.602, -0.287, -0.297, -0.097, -0.140, -0.298, -0.160, -0.092, 0.095, 0.081, 0.070, 0.084, 0.071, 0.080, 0.057, 0.076, 0.076, 0.077, 0.072, 0.078, 0.078, 0.086, 0.061, 0.075, 0.073, 0.075, 0.048, -0.402, 0.064, 0.032, 0.083, 0.092, 0.096, 0.053, -0.412, 0.054, 0.023, 0.095, 0.097, 0.103, 0.018, -0.388, 0.044, 0.030, 0.077, 0.106, 0.086]}


{"formula": "C25H31N3O6PPdS", "method": "the ωB97M-V functional and the def2-TZVPD basis", "total_charge": 1, "max_force_ha_per_bohr": 0.01866, "homo_energy_ev": [-10.852, -10.851], "lumo_ha": [-0.120, -0.120], "e_above_lowest_kj_mol": 99.46, "symbols": ["Pd", "O", "C", "N", "C", "O", "C", "C", "C", "C", "C", "N", "C", "C", "C", "C", "C", "N", "H", "H", "H", "H", "H", "H", "H", "H", "C", "C", "O", "P", "O", "C", "C", "O", "C", "C", "H", "H", "H", "H", "H", "H", "H", "H", "H", "H", "H", "H", "H", "H", "H", "C", "S", "O", "C", "C", "C", "C", "C", "C", "H", "H", "H", "H", "H", "H", "H", "H"], "xyz": [[0.176, -0.480, -0.440], [-1.368, 0.116, 3.379], [-1.083, -0.090, 2.223], [0.114, -0.396, 1.660], [1.190, -0.965, 2.263], [1.293, -1.506, 3.338], [2.361, -0.926, 1.292], [3.663, -0.919, 1.749], [4.694, -0.892, 0.825], [4.392, -0.910, -0.529], [3.068, -0.932, -0.917], [2.073, -0.935, -0.025], [-2.127, 0.047, 1.127], [-3.455, 0.232, 1.454], [-4.398, 0.287, 0.442], [-3.985, 0.156, -0.875], [-2.639, -0.015, -1.139], [-1.731, -0.059, -0.162], [3.835, -0.943, 2.815], [5.724, -0.868, 1.154], [5.167, -0.903, -1.281], [2.777, -0.955, -1.959], [-3.708, 0.322, 2.502], [-5.446, 0.418, 0.676], [-4.688, 0.186, -1.695], [-2.262, -0.107, -2.148], [-0.485, 4.508, 0.894], [-0.589, 3.054, 0.514], [-0.047, 2.881, -0.822], [0.924, 1.646, -1.138], [2.284, 1.936, -0.384], [2.983, 3.210, -0.463], [3.472, 3.567, 0.917], [1.323, 1.956, -2.652], [0.337, 1.828, -3.699], [-0.171, 3.185, -4.119], [-0.945, 4.666, 1.869], [-0.997, 5.134, 0.165], [0.556, 4.824, 0.953], [-1.629, 2.726, 0.486], [-0.045, 2.418, 1.216], [2.309, 3.967, -0.867], [3.804, 3.071, -1.165], [2.646, 3.585, 1.627], [3.935, 4.553, 0.903], [4.209, 2.845, 1.269], [-0.475, 1.180, -3.350], [0.845, 1.314, -4.514], [-0.633, 3.704, -3.280], [-0.913, 3.069, -4.909], [0.644, 3.797, -4.502], [0.301, -5.036, -1.066], [0.202, -3.377, -0.417], [-0.153, -2.511, -1.630], [-1.272, -3.535, 0.555], [-1.127, -3.670, 1.927], [-2.268, -3.813, 2.707], [-3.519, -3.819, 2.109], [-3.646, -3.676, 0.731], [-2.518, -3.528, -0.059], [-0.578, -5.214, -1.684], [0.333, -5.730, -0.229], [1.212, -5.108, -1.655], [-0.147, -3.649, 2.389], [-2.174, -3.906, 3.780], [-4.404, -3.930, 2.721], [-4.627, -3.684, 0.274], [-2.593, -3.403, -1.132]], "nbo_charge": [0.818, -0.541, 0.639, -0.760, 0.638, -0.543, 0.142, -0.204, -0.126, -0.240, 0.073, -0.429, 0.123, -0.200, -0.133, -0.226, 0.061, -0.422, 0.260, 0.238, 0.242, 0.228, 0.267, 0.239, 0.242, 0.225, -0.627, -0.067, -0.847, 1.805, -0.849, -0.067, -0.629, -0.833, -0.058, -0.636, 0.230, 0.223, 0.212, 0.185, 0.190, 0.192, 0.197, 0.214, 0.230, 0.217, 0.167, 0.200, 0.223, 0.223, 0.223, -0.811, 1.242, -0.996, -0.311, -0.150, -0.208, -0.187, -0.194, -0.220, 0.246, 0.250, 0.248, 0.235, 0.237, 0.229, 0.225, 0.238]}